{
  "formula": "C5H22NO6S",
  "method": "the ωB97M-V functional and the def2-TZVPD basis",
  "energy_ev": -30153.9145,
  "fmax_ha_per_bohr": 0.040,
  "de_lowest_kcal_mol": 0.0,
  "gap_ev": 8.957,
  "multiplicity": 1,
  "total_charge": -1,
  "symbols": ["H", "O", "H", "H", "H", "H", "H", "H", "H", "H", "O", "C", "N", "H", "C", "S", "H", "C", "H", "H", "C", "H", "H", "H", "O", "H", "C", "H", "O", "O", "H", "O", "H", "H", "H"],
  "xyz": [[2.9950, -0.5203, -0.3582], [0.8434, 1.6309, 1.6524], [-0.8364, 3.4046, -0.1756], [-1.4078, -0.4646, 1.8520], [-2.0813, -2.5666, 0.2551], [0.6630, -0.5042, 2.5876], [-2.8003, 2.4363, 0.5948], [1.7767, 0.0248, -3.1764], [-0.9928, 3.0014, 1.2441], [0.7245, 1.6958, 0.6783], [3.7406, -0.6692, 0.2774], [1.4173, -0.5784, -2.3394], [-0.0096, -0.7783, -2.5387], [-0.9009, -3.4147, 1.1325], [-0.7499, -1.1725, -1.3269], [0.1886, -1.6396, 3.1036], [2.0595, -1.4501, -2.2367], [-1.1319, -2.4006, 0.7771], [-1.6468, -1.6974, -1.6857], [0.4421, -2.8484, -0.6638], [-0.0491, -1.9792, -0.2251], [-2.5730, 1.3023, -0.2318], [-2.1899, -1.9247, 2.5022], [1.5750, 2.1571, 1.9093], [-3.0091, 1.4779, 0.6135], [3.4271, -0.0957, 0.9882], [-1.2901, -1.5294, 2.0307], [0.7083, 3.1770, -1.1456], [-1.2964, 3.7182, 0.6666], [1.6601, 0.2191, -1.1668], [-0.3171, 0.1347, -2.8484], [0.3395, 2.3282, -0.8742], [-1.2205, -0.3251, -0.8119], [1.2780, 1.1582, -1.2950], [0.6643, -1.3079, 0.2347]],
  "lowdin_charge": [-0.01, -0.08, 0.01, 0.05, 0.10, -0.18, 0.01, 0.11, 0.00, -0.01, -0.11, -0.28, -0.04, 0.09, -0.23, 0.68, 0.11, -0.29, 0.10, 0.11, -0.19, 0.01, 0.06, 0.02, -0.09, 0.01, -0.54, -0.03, -0.14, -0.18, 0.09, -0.38, 0.10, 0.03, 0.08]
}